1.
{
  "formula": "C5H28O11",
  "method": "wB97M-V/def2-TZVPD",
  "elements": ["H", "H", "H", "H", "O", "C", "O", "H", "H", "O", "O", "H", "H", "H", "H", "H", "O", "H", "H", "H", "H", "H", "O", "H", "H", "O", "C", "H", "C", "H", "H", "C", "O", "H", "H", "H", "C", "H", "O", "O", "H", "H", "O", "H"],
  "xyz": [[0.7734, -0.1772, -0.9964], [-0.1352, -3.3722, -0.6480], [-2.8265, -1.1197, 2.5155], [-0.5560, -0.6061, 2.8827], [-0.0405, 1.5179, 1.6259], [-0.9479, 0.8196, -2.8498], [1.9968, 1.5596, 0.8629], [-3.6740, 1.0006, -0.8287], [0.7479, -1.3965, -2.5478], [-2.4015, -1.6745, 1.7837], [-2.4438, 2.0969, 2.3642], [2.5167, -3.5389, 1.0732], [-0.9361, 1.6366, -3.5723], [-0.6348, 3.6981, -1.8437], [1.4873, -1.0515, 2.8967], [2.7489, -0.4050, 1.9572], [2.1813, -1.1887, 2.2685], [-2.1822, 2.6045, -1.3854], [-0.5912, -1.4703, 4.0116], [1.2577, -3.3140, -0.9526], [-2.7112, -1.2892, 0.9848], [-3.4335, 1.0140, 0.7289], [-3.6212, 0.3793, 0.0136], [2.1840, -2.1720, 0.8380], [-1.5428, 1.7187, 2.3757], [2.5352, -2.9058, 0.3042], [-1.0622, 2.7986, -1.1906], [-2.2794, 3.1079, 2.1978], [0.6746, 1.1110, 0.7255], [0.8419, 2.0448, -1.8390], [-0.8042, 0.0240, -0.1591], [0.0819, 0.5412, -0.5576], [1.6743, -1.2259, -2.5534], [-1.8567, 0.5772, -2.3429], [2.8207, -0.7788, -1.2022], [-0.6413, -0.1467, -3.3902], [-0.1822, 1.5504, -1.6910], [-0.9621, 3.1623, -0.1148], [3.3001, -0.2317, -0.5934], [0.3797, -3.3391, -1.3951], [3.8521, -0.9940, -0.1118], [2.6277, 1.1042, 0.2257], [-0.0973, -0.6954, 3.6441], [1.8818, -0.9740, -3.5147]],
  "forces_ev_per_angstrom": [[-0.20, -0.08, 0.41], [-2.54, -0.21, 2.59], [0.70, -1.14, -1.70], [-2.25, 0.99, -4.43], [0.57, -1.23, -0.49], [1.78, 0.52, -0.12], [-0.96, -1.54, -1.27], [0.12, -2.06, 2.68], [-1.13, -0.73, 0.18], [-0.07, 0.53, 3.01], [-0.04, 2.75, -0.36], [0.41, 0.29, -1.40], [-1.11, -0.42, -0.50], [-1.54, -1.66, 1.23], [-0.84, 1.21, 0.93], [-2.01, -1.34, 1.45], [2.80, 0.41, -2.24], [1.72, 0.56, 0.15], [0.89, 0.82, 0.04], [-0.05, 0.11, -0.59], [-0.65, 0.79, -1.28], [0.13, 0.02, 0.06], [-0.10, 2.11, -2.52], [-0.10, 0.76, -0.03], [-0.28, 0.33, -0.27], [-0.09, -1.30, 1.44], [0.19, 1.09, -1.39], [-0.44, -3.05, 0.55], [1.11, 3.13, 0.62], [-1.31, -1.06, -0.76], [-0.04, 0.16, -0.63], [0.77, -0.87, 0.95], [1.93, 0.91, -2.75], [-1.13, 0.12, -0.39], [-0.96, -0.37, -1.16], [0.33, 1.53, 1.17], [0.74, 0.80, 2.22], [0.18, -1.03, -1.34], [2.97, -2.27, 2.36], [2.24, 0.14, -2.04], [-1.61, 2.57, -1.39], [-0.99, 0.18, 0.38], [1.22, -1.94, 4.41], [-0.37, -0.54, 2.20]],
  "nbo_charge": [0.247, 0.456, 0.475, 0.478, -0.656, -0.620, -0.727, 0.476, 0.500, -0.970, -0.997, 0.481, 0.224, 0.214, 0.518, 0.508, -1.022, 0.193, 0.476, 0.498, 0.496, 0.506, -0.983, 0.504, 0.508, -0.993, -0.629, 0.474, 0.839, 0.216, 0.240, -0.551, -0.965, 0.211, 0.512, 0.209, -0.197, 0.236, -0.991, -0.972, 0.500, 0.519, -0.928, 0.488],
  "de_lowest_kcal_mol": 0.0,
  "smiles": "CC(C)CC(=O)O.O.O.O.O.O.O.O.O.O"
}



2.
{
  "formula": "C5H29N2O7",
  "method": "wB97M-V/def2-TZVPD",
  "elements": ["H", "H", "H", "H", "H", "H", "O", "O", "H", "H", "H", "H", "H", "H", "C", "H", "H", "H", "H", "O", "H", "C", "O", "H", "N", "N", "O", "H", "H", "H", "H", "H", "H", "O", "H", "H", "H", "C", "H", "C", "O", "H", "C"],
  "xyz": [[-0.6408, -3.1723, -1.7306], [-2.5521, -0.1969, 1.8650], [0.5472, 1.2113, 0.1311], [2.5985, 0.9230, 1.1589], [0.2306, 2.9337, -2.2807], [1.8673, -3.0550, 0.8666], [2.2852, -2.4097, -1.0921], [1.5995, -2.7709, 1.7501], [-3.7799, -0.9023, 0.1427], [0.8032, 1.7825, 2.2412], [-0.5509, 2.5275, -0.0686], [-2.0753, -2.8167, -1.7694], [-2.6659, 1.7807, 0.1360], [1.6310, 2.7225, -1.2638], [-3.5929, -0.0557, -0.5119], [1.7259, 1.3631, -3.3548], [2.9738, -1.9079, -0.6304], [-0.9641, -2.1385, 3.6244], [2.1623, -3.2845, 2.3351], [-0.1391, 2.0508, 2.4110], [-1.1299, -0.4819, 1.1095], [-1.2094, 0.7522, -1.0473], [3.0879, 0.7183, -0.5636], [2.1790, -0.1579, 2.3032], [-1.8475, 0.2101, 1.2439], [1.3955, 1.0557, -2.4441], [2.2063, 0.7624, 2.0407], [-0.1475, 3.0036, 2.5227], [2.3411, 0.7687, -1.2101], [-4.5287, 0.4979, -0.5475], [2.6218, -2.6629, -1.9650], [0.7824, 0.2621, -2.5683], [0.0151, -2.2364, 2.4349], [-1.2113, -2.4009, -1.7208], [-0.8737, -0.2755, -1.1982], [-3.4668, -0.3849, -1.5469], [-1.6927, 1.0924, -1.9719], [0.8038, 2.1769, -1.7322], [-1.4238, 0.9474, 1.8244], [-2.3769, 0.7470, -0.0592], [-0.7503, -1.7400, 2.7823], [3.8631, 1.0620, -1.0472], [-0.1013, 1.6988, -0.5992]],
  "forces_ev_per_angstrom": [[0.51, -0.01, 0.04], [0.06, -0.22, -0.42], [-0.18, -0.17, 0.06], [0.23, -0.86, 0.06], [0.15, -0.42, -0.67], [-0.23, 0.10, -0.35], [-0.09, -0.19, 0.11], [0.25, -0.04, 0.03], [0.09, -0.29, -0.14], [-0.45, -0.19, 0.35], [0.08, 0.44, -0.11], [-0.37, 0.16, -0.06], [0.03, -0.02, 0.10], [-0.11, 0.09, -0.12], [-0.20, -0.10, -0.52], [0.08, -0.29, 0.15], [-0.04, 0.15, -0.52], [-0.06, -0.11, 0.26], [0.03, -0.05, 0.24], [0.22, 0.04, 0.01], [0.27, -0.63, 0.04], [-0.80, 0.32, 0.00], [1.19, 0.03, 0.65], [0.20, -0.25, -0.46], [-0.93, 0.57, 0.55], [-0.50, 0.36, -0.88], [-0.36, 1.08, 0.25], [0.01, 0.09, 0.13], [0.46, -0.25, -0.56], [0.12, 0.38, 0.31], [0.12, 0.17, 0.48], [-0.28, 0.10, -0.16], [-0.04, 0.04, 0.06], [-0.13, -0.22, 0.06], [-0.02, 0.05, -0.08], [0.17, -0.31, 0.23], [0.41, 0.00, -0.14], [-0.65, 0.87, 1.02], [0.71, 0.42, -0.08], [0.04, 0.00, 0.18], [0.08, 0.02, -0.31], [-0.54, -0.23, 0.44], [0.49, -0.63, -0.21]],
  "nbo_charge": [0.482, 0.433, 0.210, 0.521, 0.190, 0.508, -0.981, -0.980, 0.217, 0.523, 0.218, 0.475, 0.211, 0.201, -0.637, 0.391, 0.497, 0.486, 0.488, -1.009, 0.451, -0.447, -1.024, 0.498, -0.697, -0.851, -1.003, 0.487, 0.488, 0.240, 0.490, 0.383, 0.510, -0.950, 0.246, 0.233, 0.223, -0.227, 0.480, -0.034, -1.011, 0.483, -0.414],
  "total_charge": 1,
  "de_lowest_kcal_mol": 18.0
}



3.
{
  "formula": "C5H29N2O9",
  "method": "wB97M-V/def2-TZVPD",
  "elements": ["O", "O", "C", "O", "H", "H", "H", "O", "H", "H", "H", "C", "O", "H", "O", "H", "C", "H", "H", "H", "H", "H", "H", "O", "H", "H", "H", "H", "N", "H", "C", "H", "O", "H", "C", "N", "H", "H", "H", "H", "H", "H", "O", "H", "H"],
  "xyz": [[-0.2757, -1.4626, 0.2382], [-2.3943, 1.3139, -3.0516], [3.4167, -1.4417, -0.9015], [2.4917, -0.4045, 2.3170], [3.9307, -1.9848, -0.0826], [1.4802, 2.9366, 0.9091], [3.2585, -2.1337, -1.7183], [-1.3380, -3.1081, -1.7313], [-3.8380, -0.8072, -1.0136], [-1.5061, -3.0054, -2.6848], [-2.2353, -2.9909, -1.3831], [1.0464, 1.3195, -1.5004], [-0.0527, -1.0426, 2.9346], [0.3845, 1.7254, -2.2928], [0.5178, 1.4743, 3.5352], [0.6607, -0.8068, -1.9669], [0.4315, 2.7479, 0.4497], [1.7919, 2.1091, -1.5471], [1.8115, -0.0601, 2.8906], [0.8237, 1.4132, 4.4490], [-0.2073, 0.8650, 0.0692], [-2.5026, 1.4001, -2.1092], [1.5200, -1.2757, -0.0373], [-1.9214, 2.4799, 0.6502], [3.2536, -0.7416, 2.7858], [-3.0893, 0.4588, 0.6485], [-4.5665, -1.5512, -2.0628], [-0.7783, -1.4629, 3.3989], [2.2013, -0.6811, -0.5305], [-2.9019, 0.5546, -3.3261], [1.5635, -0.1364, -1.7611], [-0.0247, -1.2107, 1.9884], [-2.8014, -0.4541, 0.5370], [-0.6252, -2.1927, -0.3163], [-0.8910, 2.9879, 1.0679], [0.6646, 1.3559, -0.0729], [-1.0437, -0.8932, 0.4512], [0.1461, 0.5846, 3.3700], [4.1460, -0.7807, -1.2993], [-2.9868, -0.8030, 1.4341], [-1.0543, 3.5616, 1.9762], [0.4907, 3.4467, -0.4070], [-3.6605, -1.2332, -1.8871], [2.5058, 0.0533, 0.2800], [2.1575, -0.1233, -2.6974]],
  "forces_ev_per_angstrom": [[-0.26, -0.25, 0.32], [0.64, 0.52, -0.49], [0.87, -1.04, 0.33], [0.67, -0.23, -1.61], [-0.87, 0.41, -0.13], [-2.43, 0.41, 0.59], [-0.62, -0.31, 0.05], [-0.48, -0.09, -0.31], [0.84, -0.41, -0.71], [0.39, 0.02, 0.42], [0.02, 0.08, -0.05], [0.48, 0.00, 0.73], [0.07, 0.48, 1.01], [-0.62, -0.95, 0.56], [0.12, -0.20, 0.20], [1.24, 0.93, 0.30], [3.78, -0.46, -1.48], [1.08, -0.46, -0.14], [0.08, 0.25, 0.63], [-0.06, 0.32, -0.05], [-0.13, -0.15, -0.24], [-0.20, -0.06, 0.43], [-0.05, 0.35, -0.13], [0.86, -0.31, -0.47], [-0.14, 0.10, 0.54], [0.27, 0.64, -0.21], [0.53, -0.03, -0.49], [-0.10, -0.32, -0.41], [2.36, 0.86, 1.33], [-0.30, -0.42, 0.17], [-2.33, 1.10, -0.88], [-0.28, -0.79, -0.30], [-0.33, -0.09, 1.42], [0.06, 0.30, -0.07], [-1.54, -0.79, 1.01], [-1.75, 1.02, -0.32], [-0.04, -0.34, -0.58], [-0.19, 0.25, -0.02], [0.54, 0.98, -0.19], [0.05, -0.07, -0.66], [0.84, 0.70, 0.17], [-0.45, -0.04, 0.12], [-1.52, 0.06, 0.84], [-1.38, -1.62, -2.22], [0.29, -0.37, 1.02]],
  "nbo_charge": [-1.034, -0.949, -0.426, -0.993, 0.235, 0.248, 0.224, -0.969, 0.490, 0.496, 0.494, -0.245, -0.990, 0.230, -0.981, 0.241, -0.358, 0.195, 0.509, 0.475, 0.360, 0.466, 0.480, -0.585, 0.490, 0.513, 0.477, 0.495, -0.576, 0.485, -0.249, 0.512, -0.966, 0.528, 0.442, -0.638, 0.509, 0.484, 0.218, 0.493, 0.163, 0.231, -0.975, 0.514, 0.239],
  "total_charge": 1,
  "de_lowest_kcal_mol": 80.8
}



4.
{
  "formula": "C5H29N3O9",
  "method": "wB97M-V/def2-TZVPD",
  "elements": ["H", "H", "O", "H", "H", "H", "H", "O", "N", "H", "H", "H", "H", "H", "O", "C", "H", "N", "C", "H", "H", "H", "H", "N", "H", "H", "O", "H", "H", "H", "H", "H", "O", "C", "H", "O", "H", "C", "O", "H", "C", "H", "H", "O", "H", "O"],
  "xyz": [[-2.6261, 3.8381, 2.4979], [1.8865, -1.3077, -0.1860], [1.3823, -2.2123, 1.6415], [-0.2545, -0.6552, -0.7066], [-0.9759, 3.7704, 0.8189], [-2.7460, -0.6327, -3.8575], [1.1604, -3.1903, 1.8790], [-3.5233, -1.8804, 2.6440], [2.2804, -0.4299, -0.3877], [1.0484, 2.8856, 0.1670], [-0.4635, 0.9068, 0.8933], [-2.8370, -1.0396, -1.4746], [3.6098, 0.4407, -1.9349], [-4.1971, -2.4436, 2.2836], [-0.5225, 3.8841, -0.0096], [1.5501, 0.6249, -2.5032], [1.6058, 0.3071, -0.1666], [-0.6342, -0.4487, -1.5887], [-1.8855, -0.6991, -1.9712], [-0.2474, 4.8321, -0.1058], [3.5691, 0.2293, 2.6800], [-0.7133, 0.9313, -4.4733], [1.4214, 1.5863, -2.0143], [-2.0096, -0.2486, -3.2817], [-0.4244, -0.2829, 1.8279], [4.7071, 0.3397, 1.7617], [-3.9815, -1.2128, -0.2273], [1.3548, -2.0161, 2.6184], [0.4552, -4.9748, 2.6386], [3.0779, -0.4364, 0.1966], [1.8947, 0.9331, -3.4826], [2.3894, 2.4752, 0.8125], [1.6734, 2.1300, 0.2928], [-0.7794, 0.2850, -3.6439], [-2.9094, 4.6296, 1.1607], [1.3543, -4.7562, 2.3622], [-3.8979, -1.6201, 3.4969], [2.6290, -0.2172, -1.8533], [-0.5481, -0.0125, 0.9030], [2.9445, -1.1194, -2.3697], [0.1437, 0.1210, -2.5957], [-3.8760, -1.5181, 0.7077], [-4.7583, -0.6456, -0.2847], [-2.6073, 3.7986, 1.5596], [1.5678, -5.2516, 1.5587], [3.7118, 0.3029, 1.7169]],
  "forces_ev_per_angstrom": [[-0.38, 0.51, 1.22], [-1.07, -1.73, 0.28], [-0.89, -1.39, 2.51], [-0.20, -0.34, 1.76], [-0.90, 0.30, 0.80], [-0.07, 0.65, -0.27], [0.76, 0.89, -1.38], [0.26, 0.43, 0.21], [-0.22, 0.37, -3.09], [0.01, -0.30, -0.01], [0.12, 2.54, 0.06], [1.62, -0.13, 0.41], [-1.99, -1.22, 0.64], [-0.57, -0.83, -0.03], [1.86, 0.97, -1.47], [-0.70, 0.37, -0.17], [0.56, 0.34, 1.00], [-0.19, -0.23, -1.94], [-0.89, 0.73, -2.56], [-0.53, -1.28, 0.32], [-0.58, -0.07, -0.49], [0.36, 0.06, -1.13], [0.60, 0.11, 0.58], [1.96, -0.70, 3.03], [-0.06, -0.05, -0.48], [-1.16, 0.04, -0.59], [-0.23, -0.45, 0.83], [0.44, 0.79, -1.33], [0.16, -0.47, -0.14], [1.12, 0.78, 1.33], [-0.10, -0.34, -0.42], [0.63, 0.10, 0.46], [-0.99, 0.36, -0.42], [0.85, -0.44, 1.40], [-0.08, -0.26, 0.59], [-0.19, 0.24, -0.06], [0.16, 0.10, -0.11], [2.16, 1.92, 0.16], [-0.02, -2.29, 0.92], [-0.65, -0.35, 0.19], [-2.98, -0.19, -2.24], [-0.09, 0.83, -0.94], [-0.04, -0.13, 0.33], [0.20, -0.28, -1.40], [-0.24, -0.16, 0.31], [2.17, 0.18, 1.34]],
  "nbo_charge": [0.490, 0.445, -1.028, 0.456, 0.503, 0.459, 0.504, -0.953, -0.715, 0.519, 0.488, 0.315, 0.248, 0.471, -0.993, -0.489, 0.472, -0.479, 0.244, 0.494, 0.500, 0.247, 0.268, -0.479, 0.505, 0.499, -0.970, 0.475, 0.496, 0.470, 0.276, 0.499, -1.017, -0.033, 0.500, -0.936, 0.495, -0.233, -0.958, 0.247, 0.127, 0.511, 0.497, -0.963, 0.500, -0.975],
  "total_charge": 2,
  "de_lowest_kcal_mol": 34.1
}